No. 1
C27H35N4O6PPtS | wB97M-V/def2-TZVPD

XYZ file:
```
75
Properties=species:S:1:pos:R:3:forces:R:3
Pt -0.882 -0.439 -0.374 0.04 0.71 0.07
S -0.134 1.143 2.238 0.56 -0.85 0.46
P -1.607 1.634 -1.170 0.09 1.14 -0.36
O -1.583 1.802 -2.795 -0.02 -0.72 0.82
O -1.533 -2.587 0.886 0.18 -1.06 0.19
O -0.759 2.964 -0.875 -1.33 -0.42 0.43
O -3.028 2.177 -0.695 0.14 -0.28 -0.11
O 0.190 0.447 3.472 0.01 0.63 -0.74
O -1.532 1.214 1.848 0.09 0.13 0.10
N 2.925 0.581 1.376 0.16 1.06 0.01
N 1.662 6.828 2.735 0.33 0.51 0.22
N 1.965 -1.521 0.988 -0.05 0.99 -0.23
N 0.585 0.436 0.970 1.17 -0.74 -0.25
C -3.743 -1.684 0.887 -1.79 0.31 -0.47
C 1.279 5.509 2.623 -1.10 -1.18 0.11
C -1.444 -4.214 -2.987 -0.58 -1.12 -0.33
C 0.464 2.799 2.329 -0.51 1.03 0.36
C 1.886 -0.161 1.087 -1.20 -1.53 1.01
C -3.645 3.411 -1.099 -0.61 0.19 0.06
C -1.186 -3.061 -2.367 0.54 1.68 0.35
C 1.757 3.131 2.760 -0.29 -0.84 -0.44
C 2.163 4.429 2.895 -0.76 1.80 -0.30
C 4.296 -1.369 1.543 -0.28 0.32 -0.47
C 0.142 -2.536 -2.411 -0.22 0.92 0.79
C 1.166 -3.175 -3.132 0.86 -1.39 -0.71
C -0.045 5.152 2.245 0.64 1.17 -0.44
C 2.688 -1.399 -2.606 0.30 0.27 0.28
C 1.663 -0.731 -1.851 0.62 0.16 -0.74
C 0.441 -1.323 -1.693 -0.05 0.01 -0.51
C 0.602 3.041 -1.177 1.03 -0.62 -0.33
C 0.859 -4.396 -3.836 -2.20 0.70 0.98
C -1.912 0.594 -3.490 0.92 0.07 -0.34
C 4.095 -0.001 1.616 0.39 -0.02 -0.23
C 3.161 -2.083 1.150 -0.91 -0.30 0.41
C -0.800 -3.787 1.289 -0.85 0.80 0.44
C 2.490 -2.620 -3.167 -0.67 -0.30 -0.27
C -0.451 -4.862 -3.745 1.72 1.61 0.76
C -0.442 3.853 2.080 0.62 -1.00 0.43
C -2.746 -2.477 1.642 0.83 -0.18 0.09
C -0.160 -3.682 2.682 -0.54 -0.02 -0.91
H -1.471 3.676 1.812 0.04 -0.34 -0.13
H 3.693 -1.009 -2.755 -0.22 0.48 0.38
H -2.414 -4.695 -2.892 -0.04 0.20 -0.27
H 2.459 7.013 3.335 -0.32 -0.03 -0.29
H -1.511 -4.631 1.235 0.10 0.26 0.24
H 0.882 4.064 -0.944 0.34 -0.06 -0.02
H 3.099 -3.175 1.044 0.57 0.39 0.03
H 0.782 2.811 -2.253 -0.02 0.20 0.71
H 5.275 -1.804 1.706 -0.21 -0.09 0.01
H -3.106 -3.494 1.874 -0.06 0.33 -0.12
H -1.466 -0.272 -2.987 0.04 0.14 -0.34
H 0.212 -4.664 2.897 0.64 -0.57 0.19
H -0.777 -5.680 -4.274 -0.32 -2.06 -1.18
H -4.618 3.107 -1.520 0.34 0.43 0.21
H 3.164 4.692 3.177 0.44 -0.19 0.16
H -3.429 -0.671 0.592 0.12 -0.31 0.20
H -3.101 4.012 -1.839 0.20 -0.56 0.11
H -4.156 -2.209 0.019 0.62 -0.04 -0.27
H -1.539 0.698 -4.508 0.05 -0.11 0.08
H -2.962 0.482 -3.504 -1.32 -0.21 -0.14
H -0.105 -3.976 0.511 0.95 0.13 -0.62
H 4.913 0.694 1.819 -0.13 -0.29 0.12
H 0.626 -2.930 2.744 -0.16 -0.06 -0.09
H 1.110 2.308 -0.520 0.27 0.54 -0.44
H -1.976 -2.420 -1.927 0.52 -0.70 0.11
H 0.969 7.581 2.730 0.33 -0.81 0.02
H -4.671 -1.580 1.471 0.42 0.26 0.30
H -2.479 -1.988 2.568 -0.18 0.19 0.50
H -0.914 -3.518 3.437 -0.24 0.35 0.23
H 1.568 -4.923 -4.438 0.47 -0.05 -0.20
H -0.775 5.910 1.952 0.32 0.08 0.36
H 1.843 0.274 -1.426 0.10 -0.77 -0.23
H 3.319 -3.135 -3.695 -0.79 0.32 0.34
H -3.789 4.056 -0.211 0.03 -0.52 -0.33
H 2.497 2.358 2.900 -0.15 -0.16 0.18
```
Forces are in eV/Å.

As for the total charge: 0. The spin multiplicity is 3. For the energy above the lowest of the compared OMol25 structures with the same formula, charge and spin, the calculation gives 15.4 kcal per mole. The LUMO energy (alpha / beta) is 0.58 / -0.76 eV. Its gap between HOMO and LUMO (alpha / beta) is 0.27943 / 0.25365 Eh.

Mulliken atomic charge list, values in e, 5 entries:
1. Pt 2.571
2. S 1.390
3. P -0.025
4. O -0.250
5. O -0.156

---

No. 2
C27H35N5O5S2 | wB97M-V/def2-TZVPD

XYZ file:
```
74
Properties=species:S:1:pos:R:3:forces:R:3
S -3.946 2.373 0.960 -0.16 0.12 -0.13
S -4.807 -2.844 -0.052 -0.11 -0.18 -0.18
O 0.008 5.037 -1.531 -0.10 0.05 -0.07
O -1.820 0.761 -1.329 0.10 0.04 -0.36
O -4.486 3.692 0.871 0.28 0.12 -0.30
O 3.900 3.197 -0.139 0.21 0.05 -0.07
O -4.395 1.502 2.009 0.29 -0.18 -0.04
N 1.944 4.102 -0.840 -0.04 0.19 -0.20
N 1.993 2.441 0.821 0.16 0.03 -0.01
N -4.304 1.602 -0.479 -0.09 0.45 0.67
N -1.998 -1.096 -0.056 0.25 -0.33 0.16
N 1.679 -3.190 0.022 -0.01 -0.06 0.00
C 2.784 1.568 1.664 0.29 -0.15 0.08
C 4.495 -2.008 1.358 0.02 -0.04 -0.05
C -1.445 1.601 1.823 -0.02 0.03 0.04
C -0.162 -2.238 -1.270 0.25 0.31 0.08
C 1.295 -2.442 1.201 -0.25 -0.05 0.11
C 2.692 3.244 -0.063 0.03 -0.18 0.19
C -0.119 3.327 0.109 -0.36 -0.18 0.19
C 5.759 -0.287 0.263 0.05 0.04 0.02
C 0.621 2.445 0.912 -0.55 0.17 -0.15
C 2.652 4.969 -1.768 0.19 0.19 -0.20
C 5.357 -0.785 -0.965 0.03 0.07 -0.08
C -6.487 -2.346 0.414 0.50 0.02 -0.17
C -0.208 -2.175 1.202 0.23 0.24 -0.11
C 0.564 4.231 -0.820 0.04 -0.11 0.15
C -0.066 1.591 1.786 0.11 0.03 -0.03
C -2.159 2.467 1.011 -0.68 -0.01 0.16
C 5.334 -0.909 1.425 0.05 0.04 0.08
C -0.585 -1.408 -0.058 0.07 -0.13 -0.18
C -1.510 3.334 0.166 0.37 0.13 -0.02
C -4.002 0.189 -0.501 -0.05 -0.28 -0.06
C -4.631 -2.002 -1.663 -0.20 -0.14 0.36
C 1.343 -2.477 -1.197 -0.26 -0.08 -0.15
C 3.070 -3.635 0.064 -0.03 -0.02 0.01
C 4.522 -1.886 -1.030 0.02 -0.05 0.06
C 4.070 -2.505 0.130 0.01 -0.06 0.00
C -4.815 -0.492 -1.610 0.16 0.06 0.19
C -2.497 -0.025 -0.689 -0.26 -0.17 0.13
H 1.659 -3.090 -2.044 0.07 0.08 -0.02
H 2.307 4.772 -2.782 0.02 0.05 0.03
H 3.832 1.761 1.441 -0.19 -0.08 0.08
H -7.160 -2.545 -0.416 -0.14 0.01 0.01
H -0.482 -1.609 2.093 -0.04 0.03 0.06
H 1.563 -3.034 2.080 0.05 0.08 0.03
H 3.175 -4.280 0.941 0.06 -0.01 -0.06
H 5.694 -0.311 -1.875 0.03 0.05 -0.08
H -2.059 4.019 -0.459 0.01 0.12 -0.13
H -6.762 -2.955 1.269 -0.07 -0.01 0.06
H -3.627 -2.264 -1.997 -0.01 -0.06 -0.06
H 1.827 -1.475 1.264 -0.04 -0.10 0.05
H -5.356 -2.448 -2.346 0.11 0.03 -0.08
H 3.716 4.767 -1.680 -0.14 0.03 -0.01
H -2.628 -1.752 0.387 -0.15 0.19 0.07
H 3.243 -4.240 -0.830 0.04 -0.02 0.06
H -1.994 0.942 2.478 0.02 -0.12 0.11
H 4.170 -2.491 2.269 -0.05 -0.06 0.09
H -6.502 -1.295 0.689 -0.16 0.07 0.04
H -0.688 -3.194 -1.260 -0.05 -0.06 -0.02
H -0.059 -0.445 -0.095 0.00 -0.13 0.05
H 1.860 -1.503 -1.262 0.00 -0.06 -0.05
H 2.439 6.010 -1.525 0.01 -0.04 -0.05
H 6.402 0.578 0.313 0.06 0.09 0.00
H -0.742 -3.127 1.214 -0.07 -0.08 0.07
H 4.223 -2.275 -1.993 -0.05 -0.04 -0.10
H -4.510 -0.075 -2.573 -0.06 0.05 -0.05
H 5.654 -0.537 2.387 0.04 0.04 0.08
H 2.592 1.777 2.717 -0.04 -0.03 0.03
H -3.895 2.097 -1.262 0.08 0.18 -0.15
H 0.473 0.911 2.424 0.08 -0.06 0.06
H -4.306 -0.187 0.480 0.05 -0.17 -0.24
H -0.407 -1.705 -2.189 -0.04 0.02 -0.03
H 2.570 0.520 1.447 0.00 0.02 0.03
H -5.865 -0.240 -1.456 0.03 0.04 -0.01
```
Forces are in eV/Å.

The SMILES is CSCC[C@H](NS(=O)(=O)c1ccc2c(c1)c(=O)n(C)c(=O)n2C)C(=O)NC1CCN(Cc2ccccc2)CC1. As for the total charge: 0. The LUMO energy is 0.20 eV. Its gap between HOMO and LUMO is 0.33349 Eh.

Mulliken atomic charge list, values in e, 5 entries:
1. S 1.425
2. S -0.066
3. O -0.655
4. O -0.647
5. O -0.740

---

No. 3
C27H35N6O3P2Sn | wB97M-V/def2-TZVPD

XYZ file:
```
74
Properties=species:S:1:pos:R:3:forces:R:3
Sn 0.117 -0.527 -3.095 -0.18 -0.03 -0.11
P -2.090 -2.102 -2.095 -0.02 0.02 -0.03
P 0.806 -3.449 -3.270 0.06 0.12 -0.02
O -3.442 2.435 8.447 -0.03 0.02 -0.15
O -1.375 0.984 -1.856 0.11 -0.02 0.14
O 1.265 1.533 -2.644 0.05 0.09 -0.04
N -0.437 2.817 4.025 -0.28 0.00 0.15
N 3.210 2.432 -3.379 0.09 0.01 -0.05
N 4.648 -1.339 -3.602 0.03 -0.10 0.03
N 2.945 0.101 -3.090 0.05 -0.07 -0.10
N -0.063 1.811 3.284 0.16 -0.20 0.04
N 0.624 -0.511 -0.811 -0.07 -0.06 0.08
C 1.775 -4.671 -2.321 -0.01 -0.02 0.07
C -2.142 3.830 6.992 0.08 0.03 -0.10
C -1.050 1.215 -0.700 0.00 -0.05 -0.03
C -2.477 1.370 6.658 0.06 0.04 -0.08
C -3.816 3.551 9.315 0.03 -0.11 -0.02
C 1.981 -1.117 1.050 -0.04 0.05 0.00
C 0.338 0.599 1.291 0.01 0.03 0.06
C -1.732 1.397 5.541 -0.09 -0.09 0.14
C 1.352 -0.185 1.849 -0.02 -0.04 -0.11
C -1.348 2.490 1.358 -0.03 0.04 -0.04
C 4.484 2.242 -3.810 0.00 -0.03 0.01
C 4.193 -0.087 -3.528 -0.02 0.10 -0.01
C -2.840 -1.902 -0.445 -0.01 0.02 0.02
C 1.436 -3.636 -4.970 0.01 -0.04 -0.01
C 1.591 -1.247 -0.281 0.07 -0.04 0.08
C 0.009 0.400 -0.041 0.02 0.04 -0.07
C -3.485 -1.839 -3.231 -0.04 -0.03 -0.02
C 5.022 1.007 -3.902 -0.02 0.07 0.00
C -2.714 2.588 7.402 -0.01 -0.11 0.12
C -1.384 3.849 5.874 -0.07 0.08 0.14
C -1.164 2.651 5.091 0.22 0.11 -0.18
C 2.448 1.351 -3.027 -0.13 -0.10 0.18
C -0.365 1.656 2.051 -0.01 0.04 -0.13
C -1.675 2.285 0.079 0.01 0.02 0.04
C -1.754 -3.902 -2.200 0.01 0.00 0.03
C 2.613 3.769 -3.315 0.00 0.01 -0.01
C -0.856 -4.226 -3.394 0.02 -0.07 -0.06
H 1.638 -0.050 2.883 0.00 0.01 0.01
H -2.701 -4.443 -2.268 0.01 0.00 0.00
H 0.863 -3.005 -5.650 0.00 0.01 0.01
H -3.249 -0.896 -0.344 0.01 0.02 -0.01
H -2.941 3.841 9.891 -0.03 0.06 0.01
H 2.480 -3.331 -5.032 0.01 0.01 0.02
H 2.073 -1.956 -0.940 -0.01 0.00 0.00
H -3.821 -0.804 -3.164 0.01 0.01 0.01
H -3.178 -2.021 -4.261 0.01 -0.01 0.00
H 1.345 -4.808 -1.328 -0.01 0.00 0.01
H 1.357 -4.671 -5.304 0.00 0.00 0.00
H -2.390 2.905 -0.447 -0.02 0.01 0.02
H 2.777 -1.738 1.435 0.01 -0.01 0.02
H 1.746 3.815 -3.970 -0.01 0.02 0.03
H -1.790 3.301 1.923 -0.03 -0.01 -0.02
H 1.793 -5.636 -2.829 -0.01 0.00 -0.01
H -1.525 0.491 4.989 0.00 -0.01 -0.02
H -2.095 -2.066 0.335 0.01 0.00 -0.01
H 4.062 -2.100 -3.306 0.00 0.01 -0.03
H -3.655 -2.613 -0.302 0.01 -0.01 -0.02
H 3.357 4.490 -3.638 -0.01 0.02 0.00
H 5.586 -1.541 -3.903 -0.01 0.02 -0.01
H 2.804 -4.331 -2.193 0.01 0.00 -0.02
H -4.587 3.141 9.956 0.04 0.04 0.03
H -2.910 0.462 7.054 0.00 -0.02 -0.02
H -4.321 -2.499 -2.993 0.00 0.00 0.01
H -4.210 4.365 8.712 0.00 0.02 0.03
H 2.309 3.986 -2.294 -0.02 0.02 -0.01
H -0.727 -5.306 -3.502 -0.02 0.00 0.00
H 6.033 0.869 -4.251 0.02 -0.03 0.00
H -1.313 -3.880 -4.326 0.01 0.02 0.01
H -0.914 4.759 5.528 0.01 0.02 -0.01
H -2.292 4.725 7.577 -0.01 0.02 0.00
H -1.280 -4.214 -1.265 0.00 0.03 0.01
H 5.029 3.138 -4.073 0.04 -0.01 -0.02
```
Forces are in eV/Å.

As for the total charge: +3. For the energy above the lowest of the compared OMol25 structures with the same formula, charge and spin, the calculation gives 11.1 kcal per mole. The LUMO energy is -9.72 eV. Its gap between HOMO and LUMO is 0.20370 Eh.

Mulliken atomic charge list, values in e, 5 entries:
1. Sn 0.624
2. P 0.749
3. P 0.811
4. O -0.312
5. O -0.612

---

How do the records compare in molar mass? In the order shown, they have 769.72, 573.74, 672.28 g mol⁻¹.
How do the records compare in E_tot? In the order shown, they have -2579.1197, -2496.3186, -2500.3000 Ha.